(1)
A molecular structure, C30H37BF2N5O5PV at a distorted geometry. Source: the OMol25 dataset; level of theory: wB97M-V/def2-TZVPD.

For the HOMO-LUMO gap (alpha / beta), the calculation gives 5.095 / 5.064 eV. Its expectation value of S² is 3.813. As for the charge: -2. The multiplicity is 4. The calculation puts the energy relative to the best compared isomer or geometry (same formula, charge and spin) at 30.9 kcal per mole. The electronic energy is -3325.4079 a.u. Its strongest force on any atom is 0.09961 Eh/bohr.

Last column: Löwdin spin population.
CARTESIAN COORDINATES (ANGSTROEM)
1 V 0.117 -0.574 -1.164  1.79
2 O -1.482 0.038 -1.413  0.21
3 C -2.306 0.215 -2.394  0.37
4 C -1.925 0.255 -3.757  0.05
5 C -2.873 0.537 -4.753  0.11
6 C -2.493 0.705 -6.076  0.00
7 C -1.146 0.594 -6.450  0.13
8 C -0.201 0.295 -5.489  0.00
9 C -0.566 0.098 -4.166  0.10
10 O 0.415 -0.233 -3.273  0.03
11 N -3.476 1.008 -7.062  -0.01
12 O -3.123 1.220 -8.210  -0.01
13 O -4.652 1.041 -6.740  -0.01
14 H -3.367 0.352 -2.160  0.02
15 H -3.915 0.652 -4.491  0.00
16 H -0.877 0.728 -7.486  0.01
17 H 0.843 0.195 -5.751  0.00
18 N -0.888 -2.794 -1.928  0.01
19 C -0.316 -3.333 -2.783  0.01
20 C 0.323 -4.046 -3.801  0.00
21 C 1.080 -3.407 -4.802  0.00
22 N 1.707 -2.928 -5.649  0.00
23 C 0.235 -5.449 -3.813  0.00
24 N 0.155 -6.605 -3.837  0.00
25 C 0.341 -3.227 4.193  0.00
26 C -0.527 -3.371 2.949  0.00
27 C -0.902 -1.982 2.411  0.01
28 C 0.250 -0.957 2.548  0.02
29 C 1.598 -1.682 2.601  0.00
30 C 1.705 -2.643 3.799  0.00
31 P 0.217 0.192 1.059  0.10
32 C -1.216 1.345 1.432  0.01
33 C -2.570 0.627 1.356  0.00
34 C -3.682 1.648 1.087  0.00
35 C -3.442 2.953 1.872  0.00
36 C -2.597 2.671 3.113  0.00
37 C -1.186 2.201 2.713  0.00
38 C 1.657 1.383 1.318  0.01
39 C 2.949 0.907 0.639  0.00
40 C 3.984 2.032 0.610  0.00
41 C 4.177 2.695 1.995  0.00
42 C 3.440 1.918 3.083  0.00
43 C 1.943 1.858 2.768  0.00
44 H 0.471 -4.188 4.699  0.00
45 H -0.160 -2.556 4.900  0.00
46 H -1.439 -3.928 3.178  0.00
47 H 0.016 -3.936 2.188  0.00
48 H -1.774 -1.625 2.962  0.00
49 H -1.180 -2.076 1.357  0.01
50 H 0.121 -0.373 3.467  0.00
51 H 2.406 -0.957 2.674  0.00
52 H 1.731 -2.218 1.658  0.00
53 H 2.138 -2.119 4.657  0.00
54 H 2.392 -3.452 3.539  0.00
55 H -1.157 2.008 0.559  0.00
56 H -2.760 0.113 2.301  0.00
57 H -2.557 -0.121 0.566  0.00
58 H -4.651 1.217 1.356  0.00
59 H -3.716 1.862 0.016  0.00
60 H -4.393 3.408 2.161  0.00
61 H -2.915 3.675 1.243  0.00
62 H -3.099 1.900 3.704  0.00
63 H -2.528 3.563 3.743  0.00
64 H -0.755 1.639 3.545  0.00
65 H -0.561 3.081 2.550  0.00
66 H 1.319 2.235 0.716  0.00
67 H 2.727 0.598 -0.377  0.00
68 H 3.366 0.034 1.139  0.00
69 H 3.661 2.778 -0.120  0.00
70 H 4.931 1.625 0.248  0.00
71 H 3.783 3.716 1.976  0.00
72 H 5.239 2.764 2.246  0.00
73 H 3.586 2.396 4.058  0.00
74 H 3.858 0.910 3.155  0.00
75 H 1.538 2.863 2.909  0.00
76 H 1.457 1.208 3.500  0.00
77 F 0.342 2.058 -2.466  -0.01
78 B 0.982 0.793 -2.430  -0.03
79 F 2.361 0.989 -2.571  -0.01
80 O 3.539 -3.074 -1.130  0.03
81 C 2.596 -2.344 -1.054  0.03
82 N 1.676 -1.600 -0.916  0.01

---

(2)
A molecular structure, C2H5N3O2S at a distorted geometry. Source: the OMol25 dataset; level of theory: wB97M-V/def2-TZVPD.

For the HOMO-LUMO gap, the calculation gives 8.631 eV. The multiplicity is 1. The calculation puts the energy relative to the best compared isomer or geometry (same formula, charge and spin) at 180.6 kcal per mole. The electronic energy is -791.8775 a.u. Its strongest force on any atom is 0.18064 Eh/bohr.

Last column: Mulliken charge in e.
CARTESIAN COORDINATES (ANGSTROEM)
1 C -1.035 0.267 -1.134  0.28
2 C 1.048 0.984 1.062  0.18
3 H -0.380 -2.009 0.050  0.43
4 H -0.930 -1.249 -2.686  0.25
5 H 0.072 -0.734 1.861  0.34
6 H 0.518 1.955 0.360  0.23
7 H 2.781 1.398 1.993  0.23
8 N -0.793 -1.102 -1.724  -0.08
9 N 0.181 -0.148 0.867  -0.41
10 N 2.073 0.774 1.984  -0.63
11 O -1.103 -2.115 -0.930  -0.46
12 O -1.081 0.302 0.305  -0.14
13 S -1.352 1.677 -2.008  -0.23

---

What did the second record say?
A molecular structure, C2H5N3O2S at a distorted geometry. Source: the OMol25 dataset; level of theory: wB97M-V/def2-TZVPD.

For the HOMO-LUMO gap, the calculation gives 8.631 eV. The multiplicity is 1. The calculation puts the energy relative to the best compared isomer or geometry (same formula, charge and spin) at 180.6 kcal per mole. The electronic energy is -791.8775 a.u. Its strongest force on any atom is 0.18064 Eh/bohr.

Last column: Mulliken charge in e.
CARTESIAN COORDINATES (ANGSTROEM)
1 C -1.035 0.267 -1.134  0.28
2 C 1.048 0.984 1.062  0.18
3 H -0.380 -2.009 0.050  0.43
4 H -0.930 -1.249 -2.686  0.25
5 H 0.072 -0.734 1.861  0.34
6 H 0.518 1.955 0.360  0.23
7 H 2.781 1.398 1.993  0.23
8 N -0.793 -1.102 -1.724  -0.08
9 N 0.181 -0.148 0.867  -0.41
10 N 2.073 0.774 1.984  -0.63
11 O -1.103 -2.115 -0.930  -0.46
12 O -1.081 0.302 0.305  -0.14
13 S -1.352 1.677 -2.008  -0.23